Computed, not measured: 2 unconnected molecules or ions with the total composition C3H5N3 in a non-equilibrium geometry, with the ωB97M-V functional and the def2-TZVPD basis.

Element x y z (Å)
N -1.4662 -1.2325 0.6252
C -0.8696 -0.2850 -0.0901
C 0.2943 -0.4131 -0.8504
N 1.3606 0.3353 -0.7282
C 0.6915 1.7218 0.5974
N -0.3325 1.3263 1.0595
H -2.3808 -1.0458 1.0180
H -0.9575 -1.9918 1.0681
H 0.1864 -1.1245 -1.6809
H 1.9665 0.2966 -1.5493
H 1.5074 2.4127 0.5308

Cartesian forces (eV/Å) of the 2 atoms listed first:
-0.0045 0.2842 -0.0153
0.3384 -0.1621 0.3086

Properties
- Orbital gap: 8.761 eV
- Charge: 0
- Energy above the lowest of the compared OMol25 structures with the same formula, charge and spin: 90.5 kcal per mole
- HOMO level: -7.816 eV